{"formula": "C34H29BaN7O", "method": "ωB97M-V/def2-TZVPD", "symbols": ["H", "C", "C", "C", "H", "Ba", "H", "N", "H", "C", "C", "N", "N", "N", "H", "C", "C", "C", "C", "H", "H", "C", "C", "H", "H", "C", "C", "C", "H", "C", "N", "C", "C", "H", "C", "N", "H", "H", "C", "C", "N", "H", "C", "C", "H", "H", "H", "H", "H", "H", "C", "C", "H", "H", "C", "C", "C", "C", "H", "H", "H", "O", "H", "C", "H", "C", "C", "C", "H", "H", "C", "C"], "coordinates": [[5.109, 4.264, 1.487], [-2.331, -2.199, 1.079], [-1.923, -3.472, -8.264], [-1.588, -1.708, -2.456], [-0.510, 2.105, 8.727], [0.737, -0.202, 0.160], [-0.002, -0.786, 3.103], [3.792, 0.074, -4.440], [2.998, 3.019, 1.447], [2.572, -0.449, -4.538], [4.123, 0.618, -3.279], [-4.406, -1.812, 0.002], [-3.215, -3.301, -8.526], [-0.372, -1.159, -2.426], [1.256, -0.620, 4.323], [0.573, -0.059, 3.687], [-1.497, -1.996, -4.830], [-2.061, 2.486, 4.892], [3.941, 2.487, 1.352], [-1.899, 1.028, 8.725], [-3.586, 3.944, 5.244], [-3.951, -2.707, -7.591], [-3.443, -2.269, -6.378], [7.283, 0.606, 1.038], [-4.095, -1.775, -5.668], [6.344, 1.146, 1.124], [-0.257, 0.635, 5.915], [-3.714, -2.079, 1.102], [7.295, 3.084, 1.281], [-2.091, -2.447, -6.110], [2.018, 0.142, -2.324], [-1.260, 1.715, 4.019], [3.241, 0.643, -2.199], [-5.001, -2.570, -7.823], [5.160, 0.433, 1.099], [2.718, 0.402, 1.100], [1.193, 0.517, 2.987], [-4.267, -2.192, 2.026], [-0.922, 1.203, 8.273], [-0.341, 0.778, 4.534], [-1.633, -2.075, -0.043], [-2.017, 2.827, 2.313], [0.300, -1.014, -3.572], [-2.323, -1.833, -1.162], [2.334, -0.919, -5.484], [-4.266, -1.445, -2.016], [3.517, 1.040, -1.225], [5.177, -0.648, 0.998], [-1.778, -2.399, 1.990], [-3.800, 3.075, 3.730], [3.873, 1.060, 1.201], [-3.056, 3.510, 4.398], [5.116, 1.039, -3.185], [-0.270, 0.369, 8.525], [-1.043, 1.373, 6.786], [-1.422, 1.943, 2.586], [-0.241, -1.407, -4.792], [-1.317, -3.064, -7.085], [-0.263, -3.252, -6.927], [0.456, -0.074, 6.318], [-3.141, -2.647, -3.609], [-0.983, 1.254, 1.680], [-2.564, 2.876, 6.927], [1.667, -0.413, -3.486], [0.296, -1.237, -5.714], [-3.708, -1.688, -1.120], [5.134, 3.184, 1.375], [6.363, 2.534, 1.260], [-1.338, -3.963, -9.033], [-2.566, 4.326, 3.864], [-2.179, -2.153, -3.630], [-1.944, 2.293, 6.256]], "lowdin_charge": [0.083, -0.113, -0.132, -0.206, 0.089, 1.695, 0.052, 0.091, 0.074, -0.074, -0.078, 0.096, 0.065, 0.080, 0.087, -0.062, -0.136, -0.203, -0.103, 0.084, 0.076, -0.133, -0.013, 0.083, 0.114, -0.158, 0.002, -0.103, 0.071, -0.174, -0.005, -0.102, -0.076, 0.108, -0.105, -0.498, 0.034, 0.112, -0.041, -0.166, 0.043, 0.122, -0.183, -0.211, 0.107, 0.118, 0.088, 0.077, 0.111, 0.085, -0.587, -0.051, 0.118, 0.077, -0.246, -0.174, 0.053, -0.011, 0.116, 0.119, 0.123, -0.168, 0.120, -0.207, 0.114, -0.068, -0.158, -0.172, 0.109, 0.088, 0.044, -0.010], "relative_energy_kj_mol": 0.0, "total_energy_ev": -48899.5557}